No. 1
ORCA calculation (the ωB97M-V functional and the def2-TZVPD basis) on a 8-piece molecular cluster, C18H52N2O11 overall.

Results
ΔE to the lowest compared entry with this formula, charge and spin = 1.2790 eV
LUMO level = -1.217 eV
charge = 0
E_HOMO = -8.96 eV
orbital gap = 7.74 eV

Last column: Löwdin charge in e.
Positions of all 83 atoms, in Å:
C (-6.94, -2.44, 5.34)  -0.127
O (-6.09, -1.39, 5.37)  -0.192
C (-5.06, -1.26, 4.29)  -0.128
C (-4.15, -0.10, 4.76)  -0.055
N (-2.97, 0.03, 3.82)  0.024
H (-2.31, -0.75, 3.81)  0.188
H (-3.41, 0.17, 2.89)  0.193
C (-2.05, 1.10, 4.12)  -0.118
C (-0.99, 1.30, 2.97)  -0.174
O (-0.10, 2.39, 3.29)  -0.186
C (0.78, 2.73, 2.19)  -0.073
H (-7.57, -2.31, 6.05)  0.026
H (-6.39, -3.38, 5.41)  0.099
H (-7.42, -2.45, 4.28)  0.134
H (-5.50, -1.07, 3.41)  0.083
H (-4.65, -2.24, 4.25)  0.124
H (-3.76, -0.41, 5.84)  0.189
H (-4.84, 0.73, 4.76)  0.138
H (-1.62, 0.65, 5.01)  0.136
H (-2.65, 1.92, 4.38)  0.122
H (-1.56, 1.47, 1.98)  0.144
H (-0.45, 0.26, 2.79)  0.163
H (1.50, 3.54, 2.58)  0.128
H (0.12, 2.94, 1.40)  0.048
H (1.47, 1.91, 1.76)  0.108
N (1.03, -0.33, -0.34)  -0.478
O (2.23, -0.05, -0.26)  0.023
O (0.26, 0.67, -0.54)  -0.098
O (0.62, -1.39, -0.87)  -0.009
C (7.46, 0.65, 0.44)  -0.107
C (6.01, 1.06, 0.19)  -0.322
O (5.46, -0.18, 0.02)  -0.091
H (8.04, 0.25, -0.38)  0.068
H (7.78, -0.08, 1.24)  0.092
H (8.05, 1.48, 0.57)  0.025
H (5.97, 1.73, -0.66)  0.105
H (5.41, 1.44, 1.18)  0.158
H (4.53, -0.13, -0.11)  0.034
C (-1.58, 3.43, -2.05)  -0.084
C (-1.58, 2.15, -2.81)  -0.320
O (-0.29, 1.56, -3.02)  -0.060
H (-2.64, 3.71, -2.16)  0.080
H (-0.73, 4.28, -2.48)  0.154
H (-1.16, 3.25, -1.12)  0.009
H (-1.93, 2.25, -3.81)  0.100
H (-2.28, 1.46, -2.36)  0.093
H (0.04, 1.18, -2.26)  -0.014
C (0.25, -5.89, -2.70)  -0.041
C (0.01, -4.42, -2.20)  -0.305
O (0.84, -4.37, -1.06)  -0.061
H (-0.41, -6.00, -3.47)  0.035
H (0.17, -6.48, -1.92)  0.015
H (1.27, -5.82, -3.19)  0.104
H (-0.98, -4.25, -1.99)  0.054
H (0.10, -3.70, -3.01)  0.113
H (1.07, -3.46, -0.93)  0.030
C (4.54, -0.84, -4.39)  -0.067
C (3.41, -0.57, -3.38)  -0.276
O (2.46, -1.66, -3.31)  -0.056
H (5.40, -0.22, -4.13)  0.060
H (4.18, -0.86, -5.56)  0.122
H (5.03, -1.81, -4.44)  0.053
H (3.00, 0.28, -3.46)  0.044
H (3.76, -0.41, -2.46)  0.054
H (2.10, -1.49, -2.44)  0.023
C (-3.93, -2.24, -1.50)  -0.062
C (-2.55, -1.47, -1.68)  -0.327
O (-2.29, -0.77, -0.46)  -0.214
H (-3.87, -3.13, -2.31)  0.126
H (-4.64, -1.51, -1.51)  0.016
H (-3.98, -2.86, -0.61)  0.044
H (-2.58, -0.98, -2.64)  0.096
H (-1.77, -2.05, -1.92)  0.028
H (-1.22, -0.30, -0.25)  0.168
C (1.74, 4.88, -0.73)  -0.064
C (1.76, 3.45, -1.22)  -0.315
O (2.87, 2.77, -0.71)  0.061
H (0.74, 5.39, -0.65)  0.097
H (2.40, 5.44, -1.30)  0.049
H (2.10, 4.94, 0.22)  0.030
H (1.65, 3.38, -2.40)  0.163
H (0.89, 3.14, -0.90)  -0.001
H (2.42, 2.13, -0.58)  -0.145

=====

No. 2
ORCA calculation (the ωB97M-V functional and the def2-TZVPD basis) on a 6-piece molecular cluster, C18H52N4O6 overall.

Results
ΔE to the lowest compared entry with this formula, charge and spin = 1.7881 eV
LUMO level = 0.497 eV
charge = 0
E_HOMO = -8.82 eV
orbital gap = 9.32 eV

Last column: Löwdin charge in e.
Positions of all 80 atoms, in Å:
C (3.28, -2.70, 2.68)  -0.159
O (4.02, -3.47, 3.63)  -0.121
H (2.21, -2.87, 2.79)  0.052
H (3.41, -1.64, 2.90)  0.076
H (3.57, -2.94, 1.66)  0.070
H (4.75, -3.87, 3.15)  0.067
C (0.28, -0.54, 0.55)  -0.125
O (1.03, -1.74, 0.79)  -0.148
H (-0.79, -0.63, 0.73)  0.050
H (0.63, 0.26, 1.19)  0.059
H (0.36, -0.14, -0.46)  0.069
H (0.55, -2.47, 0.39)  0.017
C (5.69, -0.68, -1.51)  -0.067
C (4.53, -0.75, -0.52)  -0.426
C (3.89, 0.60, -0.21)  -0.210
O (3.34, 1.06, -1.42)  -0.172
C (2.53, 2.19, -1.25)  -0.106
N (3.61, -1.75, -1.03)  0.048
H (6.17, -1.66, -1.52)  0.073
H (6.43, 0.12, -1.52)  0.076
H (5.28, -0.60, -2.52)  0.070
H (4.90, -1.19, 0.41)  0.121
H (4.62, 1.26, 0.26)  0.124
H (3.16, 0.49, 0.59)  0.110
H (1.62, 1.79, -0.79)  0.068
H (2.28, 2.63, -2.22)  0.084
H (2.91, 3.00, -0.63)  0.089
H (2.80, -1.83, -0.43)  0.029
H (3.24, -1.48, -1.93)  0.069
C (-0.34, -4.80, 1.75)  -0.032
C (-1.39, -4.43, 0.66)  -0.433
C (-2.54, -3.51, 1.14)  -0.176
O (-3.28, -4.24, 2.16)  -0.187
C (-4.16, -3.38, 2.99)  -0.069
N (-0.73, -3.82, -0.45)  0.038
H (0.23, -3.91, 2.02)  0.051
H (0.33, -5.50, 1.26)  0.075
H (-0.68, -5.31, 2.65)  0.079
H (-1.85, -5.38, 0.38)  0.132
H (-3.16, -3.47, 0.25)  0.121
H (-2.12, -2.57, 1.48)  0.111
H (-4.90, -4.03, 3.45)  0.080
H (-4.65, -2.55, 2.49)  0.072
H (-3.61, -2.93, 3.82)  0.078
H (-1.46, -3.47, -1.06)  0.082
H (-0.21, -4.46, -1.05)  0.098
C (-1.79, 2.85, -6.44)  -0.085
C (-1.21, 3.05, -5.07)  -0.457
C (-1.89, 2.30, -3.90)  -0.196
O (-1.48, 2.79, -2.62)  -0.199
C (-2.07, 2.08, -1.50)  -0.079
N (0.22, 2.75, -5.21)  0.050
H (-1.12, 3.30, -7.17)  0.077
H (-2.78, 3.30, -6.55)  0.075
H (-1.85, 1.79, -6.68)  0.079
H (-1.43, 4.10, -4.87)  0.130
H (-1.73, 1.22, -3.93)  0.125
H (-2.96, 2.44, -4.02)  0.120
H (-3.15, 2.14, -1.56)  0.088
H (-1.65, 2.51, -0.59)  0.071
H (-1.79, 1.03, -1.46)  0.075
H (0.59, 3.67, -5.44)  0.074
H (0.38, 2.55, -4.23)  0.049
C (0.08, 2.79, 3.08)  -0.031
C (-1.22, 3.51, 2.61)  -0.472
C (-2.43, 2.56, 2.60)  -0.162
O (-2.20, 1.40, 1.73)  -0.220
C (-3.26, 0.45, 1.73)  -0.109
N (-1.44, 4.66, 3.38)  0.033
H (0.08, 2.55, 4.14)  0.081
H (0.97, 3.39, 2.89)  0.072
H (0.17, 1.88, 2.47)  0.044
H (-1.12, 3.77, 1.56)  0.123
H (-3.33, 3.05, 2.24)  0.117
H (-2.66, 2.33, 3.64)  0.126
H (-3.14, -0.36, 1.02)  0.066
H (-4.14, 1.04, 1.49)  0.088
H (-3.39, -0.10, 2.66)  0.081
H (-2.28, 5.11, 3.06)  0.077
H (-0.74, 5.37, 3.20)  0.085

=====

No. 3
ORCA calculation (the ωB97M-V functional and the def2-TZVPD basis) on C18H53BCoNO10 as an isolated structure.

Results
2S+1 = 4
LUMO level (alpha / beta) = -3.248 / -4.156 eV
charge = +1
E_HOMO (alpha / beta) = -11.69 / -11.69 eV
orbital gap (alpha / beta) = 8.44 / 7.53 eV

Last column: Mulliken spin population.
Positions of all 84 atoms, in Å:
Co (-2.85, -0.40, 0.16)  2.809
B (-0.79, -0.24, 0.42)  0.019
H (-1.10, -0.35, 1.53)  0.001
H (-1.23, -1.16, -0.13)  0.012
H (-1.23, 0.74, -0.03)  0.024
H (0.36, -0.29, 0.30)  -0.006
C (2.47, -3.26, 1.78)  0.000
C (1.97, -1.98, 2.40)  0.000
O (2.95, -1.24, 3.12)  0.000
O (2.96, -3.13, 0.44)  0.000
H (1.63, -3.95, 1.69)  0.000
H (3.29, -3.68, 2.37)  0.000
H (1.18, -2.26, 3.10)  0.000
H (1.52, -1.30, 1.67)  -0.003
H (3.73, -1.16, 2.56)  0.000
H (3.85, -2.75, 0.46)  0.000
C (-0.19, 2.94, 2.77)  0.001
C (0.58, 1.97, 3.64)  -0.001
O (-0.07, 0.72, 3.79)  0.003
O (-0.16, 2.62, 1.37)  0.004
H (0.25, 3.93, 2.82)  0.000
H (-1.23, 2.97, 3.11)  0.000
H (0.69, 2.46, 4.61)  0.000
H (1.61, 1.81, 3.29)  0.000
H (0.00, 0.25, 2.95)  0.007
H (-0.16, 1.65, 1.26)  0.002
C (-0.11, 4.03, -3.47)  0.000
C (0.41, 3.03, -2.46)  0.001
O (-0.51, 3.01, -1.40)  0.002
O (0.71, 4.01, -4.67)  0.000
H (-0.08, 5.07, -3.13)  0.000
H (-1.13, 3.79, -3.79)  0.000
H (1.44, 3.27, -2.16)  0.000
H (0.59, 2.08, -2.98)  0.000
H (-0.13, 2.63, -0.59)  0.005
H (1.35, 4.71, -4.53)  0.000
C (-3.52, -0.57, 3.41)  0.004
O (-3.38, 0.09, 2.13)  0.024
C (-4.17, 1.28, 2.08)  0.014
C (-3.98, 2.06, 0.79)  -0.023
N (-4.12, 1.13, -0.36)  0.050
C (-3.89, 1.70, -1.73)  -0.003
C (-3.58, 0.50, -2.63)  0.004
O (-2.73, -0.45, -2.01)  0.033
C (-2.12, -1.36, -2.89)  0.001
H (-4.53, -0.46, 3.80)  0.001
H (-2.75, -0.19, 4.08)  0.002
H (-3.29, -1.62, 3.25)  0.000
H (-3.97, 1.96, 2.92)  -0.001
H (-5.22, 1.03, 2.24)  0.002
H (-3.06, 2.64, 0.81)  -0.001
H (-4.80, 2.78, 0.67)  0.000
H (-5.12, 0.94, -0.36)  0.004
H (-3.07, 2.41, -1.65)  -0.001
H (-4.78, 2.22, -2.07)  0.001
H (-3.10, 0.99, -3.49)  0.000
H (-4.49, 0.00, -2.96)  -0.001
H (-2.86, -2.08, -3.28)  0.001
H (-1.34, -1.93, -2.39)  0.001
H (-1.70, -0.87, -3.77)  0.002
C (5.82, 1.37, 0.14)  0.000
C (4.81, 0.35, 0.66)  0.000
C (3.41, 0.49, 0.02)  0.001
O (5.33, -0.96, 0.47)  0.000
H (6.01, 1.25, -0.93)  0.000
H (6.78, 1.06, 0.55)  0.000
H (5.71, 2.44, 0.34)  0.000
H (4.66, 0.50, 1.72)  0.000
H (2.88, 1.33, 0.49)  0.000
H (2.90, -0.46, 0.16)  -0.001
H (3.48, 0.69, -1.05)  0.000
H (5.35, -1.17, -0.47)  0.000
C (-0.54, -4.18, -0.92)  -0.004
C (0.56, -4.71, -1.83)  0.001
C (1.00, -3.66, -2.84)  0.000
O (1.69, -5.12, -1.06)  0.000
H (-1.47, -4.01, -1.47)  -0.001
H (-0.28, -3.17, -0.56)  0.011
H (-0.61, -4.76, 0.00)  0.000
H (0.25, -5.58, -2.40)  0.000
H (0.12, -3.31, -3.39)  0.000
H (1.70, -4.00, -3.59)  0.000
H (1.37, -2.78, -2.30)  0.000
H (2.05, -4.33, -0.61)  0.000

=====

No. 4
ORCA calculation (the ωB97M-V functional and the def2-TZVPD basis) on a 7-piece molecular cluster, C18H54N6O9 overall.

Results
ΔE to the lowest compared entry with this formula, charge and spin = 8.4994 eV
LUMO level = 0.269 eV
charge = 0
E_HOMO = -7.89 eV
orbital gap = 8.16 eV

Last column: Löwdin charge in e.
Positions of all 87 atoms, in Å:
N (-11.38, 23.35, 16.67)  0.245
H (-10.98, 22.37, 16.69)  0.070
H (-12.19, 23.30, 17.33)  0.058
H (-11.62, 23.57, 15.69)  0.070
H (-10.81, 24.13, 17.01)  0.067
N (-10.98, 26.84, 16.70)  -0.599
O (-10.54, 27.99, 16.77)  -0.013
O (-12.14, 26.60, 16.29)  -0.077
O (-10.26, 25.87, 17.08)  -0.111
C (-11.53, 25.32, 11.99)  -0.251
C (-11.66, 25.23, 13.51)  -0.221
O (-11.73, 23.83, 13.85)  -0.119
O (-11.29, 26.66, 11.58)  -0.049
H (-12.45, 24.92, 11.55)  0.121
H (-10.66, 24.72, 11.70)  0.109
H (-12.58, 25.73, 13.80)  0.112
H (-10.83, 25.79, 13.94)  0.121
H (-12.53, 23.50, 13.41)  0.082
H (-10.35, 26.74, 11.40)  0.083
C (-15.95, 21.40, 15.22)  -0.065
C (-16.03, 22.94, 15.27)  -0.405
C (-16.93, 23.38, 16.45)  -0.185
O (-16.32, 23.06, 17.70)  -0.244
C (-17.22, 23.19, 18.76)  -0.100
N (-14.66, 23.47, 15.35)  0.061
H (-15.74, 21.01, 16.21)  0.072
H (-15.23, 21.12, 14.46)  0.069
H (-16.91, 20.96, 14.94)  0.074
H (-16.43, 23.26, 14.31)  0.137
H (-17.89, 22.88, 16.33)  0.124
H (-17.08, 24.47, 16.37)  0.130
H (-17.62, 24.21, 18.77)  0.095
H (-16.77, 22.99, 19.73)  0.083
H (-18.11, 22.56, 18.62)  0.091
H (-14.43, 23.41, 16.33)  0.032
H (-14.65, 24.47, 15.16)  0.083
C (-13.80, 25.35, 18.89)  -0.031
C (-13.09, 24.08, 19.37)  -0.394
C (-13.43, 23.81, 20.83)  -0.218
O (-12.93, 24.86, 21.62)  -0.170
C (-13.02, 24.62, 22.99)  -0.124
N (-13.48, 22.97, 18.49)  0.019
H (-13.42, 26.24, 19.39)  0.092
H (-14.88, 25.26, 19.06)  0.077
H (-13.66, 25.51, 17.82)  0.058
H (-12.01, 24.23, 19.27)  0.137
H (-12.93, 22.87, 21.13)  0.123
H (-14.51, 23.69, 20.99)  0.124
H (-12.42, 23.73, 23.25)  0.088
H (-14.03, 24.51, 23.39)  0.089
H (-12.60, 25.45, 23.56)  0.089
H (-13.47, 22.06, 18.97)  0.097
H (-14.50, 22.98, 18.38)  0.054
C (-11.47, 19.14, 15.91)  -0.045
C (-10.12, 19.78, 16.18)  -0.408
C (-9.40, 20.37, 15.00)  -0.209
O (-9.06, 19.31, 14.12)  -0.170
C (-8.26, 19.76, 13.06)  -0.109
N (-10.29, 20.79, 17.27)  0.014
H (-12.23, 19.89, 15.68)  0.078
H (-11.88, 18.57, 16.74)  0.078
H (-11.45, 18.50, 15.03)  0.082
H (-9.39, 19.08, 16.60)  0.143
H (-8.47, 20.88, 15.30)  0.131
H (-9.95, 21.13, 14.43)  0.127
H (-8.17, 18.99, 12.29)  0.093
H (-7.26, 20.02, 13.42)  0.084
H (-8.68, 20.64, 12.55)  0.075
H (-9.40, 21.23, 17.50)  0.095
H (-10.55, 20.27, 18.10)  0.090
C (-4.21, 23.58, 14.62)  -0.057
C (-4.94, 22.46, 13.88)  -0.430
C (-6.17, 22.96, 13.11)  -0.223
O (-7.16, 23.41, 14.01)  -0.187
C (-8.42, 23.70, 13.43)  -0.105
N (-4.00, 21.88, 12.90)  0.025
H (-5.02, 24.06, 15.18)  0.080
H (-3.65, 24.25, 13.97)  0.080
H (-3.52, 23.20, 15.37)  0.077
H (-5.21, 21.66, 14.58)  0.134
H (-6.58, 22.12, 12.53)  0.100
H (-5.92, 23.73, 12.37)  0.133
H (-9.12, 23.68, 14.26)  0.077
H (-8.70, 22.87, 12.76)  0.073
H (-8.46, 24.65, 12.89)  0.090
H (-3.65, 22.65, 12.33)  0.064
H (-4.51, 21.26, 12.27)  0.060

=====

No. 5
ORCA calculation (the ωB97M-V functional and the def2-TZVPD basis) on a 9-piece molecular cluster, C18H54O18 overall.

Results
ΔE to the lowest compared entry with this formula, charge and spin = 3.8412 eV
2S+1 = 2
LUMO level (alpha / beta) = -3.162 / -9.733 eV
charge = +1
E_HOMO (alpha / beta) = -11.20 / -11.19 eV
orbital gap (alpha / beta) = 8.03 / 1.46 eV

Last column: Mulliken spin population.
Positions of all 90 atoms, in Å:
C (-2.45, -2.82, 2.39)  0.000
C (-2.31, -3.24, 3.87)  0.000
O (-2.17, -4.66, 4.11)  0.000
O (-2.51, -1.47, 2.24)  0.000
H (-3.23, -3.41, 1.90)  0.000
H (-1.46, -3.06, 2.00)  0.000
H (-2.92, -2.71, 4.60)  0.000
H (-1.34, -2.91, 4.25)  0.000
H (-2.66, -4.90, 4.90)  0.000
H (-3.42, -1.37, 1.94)  0.000
C (0.79, -0.08, 0.01)  -0.001
C (0.36, 0.54, 1.33)  0.001
O (-0.91, 1.10, 1.39)  0.000
O (0.10, -1.38, -0.08)  0.000
H (1.83, -0.38, 0.15)  -0.001
H (0.81, 0.52, -0.90)  0.001
H (1.03, 1.35, 1.63)  -0.002
H (0.42, -0.18, 2.15)  0.000
H (-1.60, 0.45, 1.54)  0.000
H (0.48, -2.06, 0.49)  0.000
C (1.55, -4.18, 2.26)  0.000
C (0.48, -5.42, 2.15)  0.000
O (0.74, -6.34, 1.06)  0.000
O (1.50, -3.20, 1.25)  0.000
H (2.58, -4.54, 2.32)  0.000
H (1.32, -3.70, 3.21)  0.000
H (-0.44, -4.90, 1.85)  0.000
H (0.39, -5.85, 3.14)  0.000
H (0.08, -6.95, 0.73)  0.000
H (1.56, -3.60, 0.38)  0.000
C (2.07, 2.75, -3.59)  0.000
C (1.21, 2.94, -4.86)  0.000
O (-0.10, 3.01, -4.45)  0.000
O (3.41, 2.37, -3.88)  0.000
H (1.60, 2.01, -2.93)  0.000
H (2.00, 3.63, -2.95)  0.000
H (1.21, 2.30, -5.74)  0.000
H (1.41, 3.94, -5.25)  0.000
H (-0.28, 3.46, -3.61)  0.000
H (3.91, 2.98, -4.42)  0.000
C (-1.71, 1.09, 4.54)  0.000
C (-1.96, 1.05, 5.98)  0.000
O (-2.12, -0.17, 6.73)  0.000
O (-1.56, 2.39, 3.98)  0.000
H (-2.64, 0.70, 4.11)  0.000
H (-0.97, 0.33, 4.29)  0.000
H (-2.81, 1.69, 6.21)  0.000
H (-1.06, 1.55, 6.36)  0.000
H (-1.94, -0.03, 7.66)  0.000
H (-1.49, 2.25, 3.04)  0.000
C (-3.01, -2.06, -1.08)  0.000
C (-3.72, -2.13, -2.40)  0.000
O (-3.14, -3.12, -3.30)  0.000
O (-2.10, -3.15, -0.87)  0.000
H (-3.80, -1.81, -0.38)  0.000
H (-2.29, -1.24, -1.02)  0.000
H (-3.66, -1.15, -2.87)  0.000
H (-4.76, -2.41, -2.20)  0.000
H (-2.32, -2.83, -3.70)  0.000
H (-1.32, -2.81, -0.44)  0.000
C (-0.03, -1.43, -5.75)  0.000
C (-0.79, -0.82, -4.54)  0.000
O (-0.63, -1.63, -3.47)  0.000
O (1.44, -1.27, -5.74)  0.000
H (-0.45, -0.90, -6.60)  0.000
H (-0.20, -2.51, -5.82)  0.000
H (-1.84, -0.80, -4.85)  0.000
H (-0.42, 0.18, -4.31)  0.000
H (-0.39, -1.10, -2.70)  0.000
H (1.81, -1.97, -5.20)  0.000
C (-0.54, 4.55, 0.38)  0.000
C (-1.01, 4.12, -1.03)  0.000
O (-0.59, 4.94, -2.07)  0.000
O (0.81, 4.50, 0.39)  0.000
H (-0.83, 3.99, 1.28)  0.000
H (-0.80, 5.54, 0.75)  0.000
H (-2.07, 3.90, -1.16)  0.000
H (-0.66, 3.14, -1.36)  0.000
H (-1.38, 5.40, -2.34)  0.000
H (1.04, 5.34, 0.00)  0.000
C (4.54, 2.51, 0.01)  0.089
C (6.00, 2.98, -0.07)  0.089
O (6.53, 2.99, 1.22)  0.427
O (3.87, 2.98, 1.14)  0.230
H (4.48, 1.43, -0.10)  0.068
H (3.92, 2.74, -0.86)  0.009
H (6.02, 3.99, -0.48)  0.093
H (6.68, 2.37, -0.67)  0.004
H (5.86, 3.37, 1.79)  -0.004
H (3.00, 3.34, 0.97)  -0.006

=====

Result set for largest force on an atom: 0.3350; 0.0629; 0.0450; 0.0345; 0.0778 Eh/bohr, one per record in the order listed.